No. 1
Density functional theory data (ωB97M-V/def2-TZVPD) for a cluster of 2 separate species, C2H8S3 in total in a non-equilibrium geometry.

Positions of all 13 atoms, in Å:
C  -0.30387  -0.85574  -2.01907
S  -1.99112  -0.29264  -1.87021
S  -1.65987  1.17402  -0.35019
H  0.12749  -1.29499  -1.11550
H  0.37429  -0.11756  -2.43444
H  -0.21589  -1.72713  -2.67333
H  -0.32801  1.04053  -0.39263
C  1.76496  0.78485  2.24802
S  2.76097  -0.76295  1.96804
H  1.44630  0.77412  3.28111
H  2.55592  1.53482  2.20664
H  1.09025  0.92661  1.42123
H  1.72010  -1.52256  2.32350

Summary:
- structure (SMILES) = CSS.CS
- total charge = 0
- E_HOMO (eV) = -8.3965
- LUMO level (eV) = 0.29

---

No. 2
Density functional theory data (ωB97M-V/def2-TZVPD) for a structure of composition C66H51N6O4Tc in a non-equilibrium geometry.

Positions of all 128 atoms, in Å:
Tc  -0.58393  0.20031  0.35030
C  5.08247  4.87121  7.04150
O  5.33897  3.71921  6.26770
C  4.39597  3.25911  5.41780
C  4.71387  2.07681  4.73990
C  3.82937  1.50421  3.85790
C  2.59157  2.09581  3.60440
C  2.28627  3.28021  4.27190
C  3.16327  3.85811  5.16860
C  1.63127  1.50951  2.65670
C  1.12507  2.36021  1.66550
C  1.52617  3.70961  1.45750
C  0.58537  4.28161  0.64980
C  -0.35893  3.26531  0.33270
N  0.03877  2.07421  0.88020
C  -1.53983  3.46721  -0.40700
C  -2.31393  2.42361  -0.91580
C  -3.51543  2.57871  -1.68240
C  -3.86843  1.34401  -2.12030
C  -2.92813  0.41601  -1.57010
C  -3.04533  -0.97209  -1.71560
C  -3.79373  -1.42309  -2.89740
C  -4.88813  -2.29149  -2.88780
C  -5.51973  -2.64179  -4.06070
C  -5.08373  -2.13969  -5.29210
O  -5.77523  -2.53719  -6.38020
C  -5.36793  -2.08699  -7.65140
C  -3.99583  -1.26749  -5.30780
C  -3.37263  -0.91669  -4.12880
C  -2.50453  -1.88359  -0.79630
N  -1.69403  -1.53579  0.25750
C  -1.49433  -2.66559  0.99810
C  -0.65873  -2.75899  2.12370
C  -0.52403  -4.08519  2.74550
C  -1.63123  -4.78049  3.23450
C  -1.48983  -6.03329  3.78400
C  -0.22903  -6.63779  3.85910
O  -0.19573  -7.87109  4.41000
C  1.05057  -8.50489  4.59430
C  0.88107  -5.94849  3.37330
C  0.72697  -4.68939  2.82480
C  0.10597  -1.70919  2.63460
C  0.85697  -1.77799  3.85330
C  1.51387  -0.59799  3.98690
C  1.16697  0.20781  2.85740
N  0.28677  -0.47699  2.05020
C  -2.16863  -3.76079  0.38310
C  -2.77243  -3.27839  -0.74360
N  -2.00933  1.08901  -0.81630
C  -1.94883  4.85881  -0.65040
C  -2.24153  5.32691  -1.93430
C  -2.59073  6.63961  -2.14420
C  -2.66923  7.53861  -1.07430
O  -2.98233  8.81151  -1.39470
C  -2.97863  9.79351  -0.38340
C  -2.41543  7.07211  0.21360
C  -2.05703  5.75321  0.41500
H  5.95587  4.99211  7.68190
H  4.97087  5.76341  6.41640
H  4.19137  4.74061  7.66340
H  5.67137  1.62571  4.93690
H  4.10707  0.60731  3.32670
H  1.32887  3.74741  4.09560
H  2.87177  4.77061  5.66540
H  2.41497  4.16121  1.85170
H  0.54607  5.29431  0.29810
H  -4.03663  3.50291  -1.83770
H  -4.72283  1.06421  -2.70440
H  -5.28023  -2.66309  -1.95290
H  -6.37213  -3.30169  -4.05150
H  -6.07023  -2.52659  -8.35600
H  -5.41393  -0.99919  -7.73390
H  -4.35673  -2.42849  -7.88650
H  -3.63503  -0.83949  -6.22870
H  -2.51593  -0.26069  -4.15950
H  -2.60603  -4.31759  3.19770
H  -2.34273  -6.57259  4.16590
H  0.84397  -9.42149  5.14640
H  1.50617  -8.76069  3.63310
H  1.73557  -7.88019  5.17630
H  1.86707  -6.38639  3.40640
H  1.58647  -4.17679  2.41640
H  0.85497  -2.60829  4.53110
H  2.16107  -0.29079  4.78530
H  -2.15643  -4.77729  0.72250
H  -3.33503  -3.83869  -1.46270
H  -2.14663  4.65281  -2.77270
H  -2.80113  7.00821  -3.13550
H  -3.17913  10.73271  -0.89270
H  -3.75833  9.60981  0.36150
H  -2.00703  9.85531  0.11570
H  -2.50163  7.73221  1.06070
H  -1.87533  5.40531  1.42190
C  5.26517  0.34871  0.07470
C  4.50607  1.29111  -0.60160
C  3.12487  1.19831  -0.53260
N  2.49967  0.24351  0.13620
C  3.22377  -0.66179  0.77290
C  4.61067  -0.64859  0.78200
H  6.34457  0.37971  0.04390
H  4.96707  2.07971  -1.17320
H  2.48397  1.90861  -1.03620
H  2.66887  -1.43479  1.28730
H  5.15577  -1.40489  1.32600
N  0.22187  -0.43559  -1.19610
C  0.75667  -1.22369  -2.02400
C  0.71517  -0.99159  -3.47500
C  0.75067  0.30851  -3.98060
C  0.76417  0.52201  -5.34510
C  0.70807  -0.55719  -6.21490
C  0.61907  -1.84959  -5.71970
C  0.63747  -2.07299  -4.35580
C  1.49507  -2.43929  -1.56650
C  0.80517  -3.55439  -1.11190
C  1.49717  -4.63569  -0.59680
C  2.88107  -4.61279  -0.54480
C  3.57307  -3.52399  -1.05080
C  2.88457  -2.44089  -1.56880
H  0.79177  1.13641  -3.29070
H  0.82657  1.52761  -5.73390
H  0.74227  -0.39549  -7.28240
H  0.54397  -2.68459  -6.40210
H  0.56717  -3.08049  -3.97000
H  -0.26793  -3.58539  -1.19540
H  0.94807  -5.48919  -0.22610
H  3.42337  -5.44399  -0.11830
H  4.65227  -3.51059  -1.04200
H  3.42087  -1.59629  -1.97700

Summary:
- expectation value of S² = 0.8745
- total charge = +1
- E_HOMO (alpha / beta) (eV) = -9.0001 / -9.0158
- 2S+1 = 2
- LUMO level (alpha / beta) (eV) = -3.86 / -3.89

---

In order of appearance, DFT total energy = -1275.51940 -3255.77003 a.u..